Record 1
10
Properties=species:S:1:pos:R:3:mulliken_charge:R:1 method="wB97M-V/def2-TZVPD" total_charge=0 homo_energy_ev=-9.0703 e_above_lowest_kcal_mol=31.34 gap_ev=9.2
H -1.57 -0.73 1.26 0.25
N 0.70 1.22 0.77 0.55
C 0.62 -0.58 -0.76 0.85
F 1.90 -0.40 -0.95 -0.27
N -1.37 0.07 0.71 -0.50
N 1.32 2.05 1.30 -0.58
H -2.02 0.29 -0.16 0.29
F 0.05 -0.23 -2.01 -0.28
C -0.06 0.20 0.31 -0.06
F 0.42 -1.89 -0.48 -0.26

=====

Record 2
11
Properties=species:S:1:pos:R:3:mulliken_charge:R:1 method="wB97M-V/def2-TZVPD" total_charge=-1 homo_energy_ev=-3.8415 e_above_lowest_kcal_mol=16.48 gap_ev=7.4
F -1.58 0.70 1.07 -0.20
C 0.88 -0.53 -0.80 -0.05
O 1.09 -1.69 -0.56 -0.56
H 0.32 -0.28 -1.78 0.30
H 0.84 -0.29 1.38 0.36
C -1.27 -0.23 0.13 0.21
F -1.73 -1.45 0.53 -0.28
S 1.58 1.03 -0.08 0.51
O 1.26 0.50 1.51 -0.46
O 0.76 2.15 -0.48 -0.51
F -2.15 0.07 -0.93 -0.32

=====

Record 3
8
Properties=species:S:1:pos:R:3:mulliken_charge:R:1 method="wB97M-V/def2-TZVPD" total_charge=0 s2=2.004 homo_energy_ev="-7.7056 / -14.1680" multiplicity=3 e_above_lowest_kcal_mol=9.45 gap_ev="8.8 / 13.4"
H -0.10 0.47 2.16 0.25
F 1.30 -0.80 1.20 -0.21
H 0.45 -0.21 -1.53 0.37
C -0.50 -0.18 -1.18 0.05
F -0.82 -1.17 1.78 -0.18
F -1.09 1.02 -1.31 -0.21
C 0.05 -0.29 1.43 0.14
F -1.31 -1.17 -1.42 -0.20